# 1
The following is a quantum chemistry calculation of a structure of composition C16H18N3O8P2Ru, from the Open Molecules 2025 dataset.

Calculated values
total charge: 0
relative energy (zero: lowest compared OMol25 entry of this formula, charge and spin): 0.83 kcal per mole
multiplicity: 2
orbital gap (spin up / spin down): 7.563 / 7.294 eV
E_HOMO (spin up / spin down): -8.11 / -8.05 eV

Last column: Mulliken charge in e.
Atoms and positions in Å:
Ru: 0.5418 -0.3570 -0.7019  1.0423
O: 2.3529 -0.7256 -0.0931  -0.8000
C: 2.6140 -1.4130 1.0161  0.8428
C: 3.8995 -1.2759 1.5606  -0.3054
C: 4.2746 -1.9562 2.6977  -0.4854
C: 3.3802 -2.8153 3.3373  -0.6705
C: 2.1192 -2.9703 2.8098  -0.7283
C: 1.7023 -2.2809 1.6602  0.2946
C: 0.3555 -2.5460 1.1981  -0.2459
N: -0.2130 -1.9169 0.2395  0.6139
N: -1.5106 -2.2703 -0.1063  -1.0248
C: -1.9234 -1.5164 -1.0809  0.8240
O: -1.1851 -0.5932 -1.6480  -0.9834
C: -3.2946 -1.7048 -1.6071  0.4469
C: -3.7500 -0.8831 -2.6330  -0.4160
C: -5.0325 -1.0472 -3.1349  -0.6396
C: -5.8618 -2.0296 -2.6150  -0.3822
C: -5.4084 -2.8505 -1.5895  -0.6145
C: -4.1295 -2.6907 -1.0857  -0.2579
H: 4.5894 -0.6183 1.0473  0.4613
H: 5.2741 -1.8245 3.0927  0.3729
H: 3.6728 -3.3528 4.2283  0.4035
H: 1.4134 -3.6393 3.2883  0.3334
H: -0.2177 -3.3273 1.6887  0.3765
H: -3.0925 -0.1213 -3.0278  0.4088
H: -5.3843 -0.4057 -3.9323  0.3961
H: -6.8625 -2.1568 -3.0078  0.3810
H: -6.0555 -3.6166 -1.1825  0.3818
H: -3.7641 -3.3201 -0.2865  0.4303
N: 0.9909 4.4339 0.4761  -0.1082
C: 1.2720 2.9684 0.2036  0.5769
C: 2.5571 2.5484 0.8946  -1.7308
P: 1.2230 2.7389 -1.6150  0.7386
O: 2.5697 3.4184 -2.1624  -0.5762
O: 0.0467 3.5496 -2.0307  -0.8350
O: 1.3243 1.2565 -1.8499  -0.5213
P: -0.1980 2.1661 1.0099  0.6699
O: -1.4198 2.6242 0.1068  -0.5579
O: -0.2710 2.7746 2.3529  -0.8292
O: 0.0121 0.6548 0.9147  -0.3788
H: 1.8317 5.0036 0.3893  0.3454
H: 0.5945 4.4947 1.4284  0.4125
H: 0.2971 4.7444 -0.2184  0.4195
H: 3.4015 3.1442 0.5377  0.4608
H: 2.7568 1.5020 0.6625  0.2072
H: 2.4685 2.6486 1.9777  0.4415
H: 3.2349 2.7523 -2.3765  0.3415
H: -1.1960 2.8017 -0.8337  0.4673

***

# 2
The following is a quantum chemistry calculation of an isolated molecule of C16H18N4O7S, from the Open Molecules 2025 dataset.

Calculated values
total charge: 0
relative energy (zero: lowest compared OMol25 entry of this formula, charge and spin): 200.84 kcal per mole
multiplicity: 1
orbital gap: 7.717 eV
E_HOMO: -8.58 eV

Last column: Mulliken charge in e.
Atoms and positions in Å:
N: 1.2596 -5.1001 2.4857  -0.5500
O: 1.4710 5.3491 -0.1004  -0.5235
O: -2.0438 1.3724 -2.6180  -0.6192
O: 0.1746 2.7695 -2.9694  -0.6070
N: 1.5323 -3.9358 0.2961  -0.5440
N: 1.5018 -4.5525 1.4268  0.6026
O: 1.2232 -0.8899 2.8244  -0.5315
O: 2.4504 1.2483 1.7249  -0.5765
O: -1.2855 3.8469 1.8438  -0.6440
O: -0.5589 0.9416 1.7789  -0.5989
C: 0.5506 4.6569 -0.5271  -0.3139
C: 2.7724 -0.1959 -1.3433  -0.8150
C: -1.8207 -2.1662 -0.1029  -1.0577
C: -0.8396 -3.1466 0.2036  -0.4306
C: 1.7667 0.7358 -1.6967  0.0384
C: 2.3657 -1.4165 -0.8162  -0.5773
C: -1.3573 -0.8867 -0.6181  -0.5859
C: 0.6060 -2.9366 -0.0872  0.5055
C: 0.4424 0.5554 -1.4243  -0.1558
C: 1.0072 -1.6671 -0.6079  0.3855
C: 0.0381 -0.6759 -0.8183  0.8345
N: -0.8420 2.5318 -0.5132  -0.4849
C: 1.6222 0.1803 3.6554  -0.7555
C: 0.3056 3.2601 0.0425  1.1893
C: 1.5649 1.5011 2.8410  -0.0109
C: 0.0355 3.3279 1.5793  -0.3859
C: 0.1431 2.0096 2.3929  -0.2513
S: -0.7250 1.8288 -2.1073  1.1108
H: 1.7758 -0.9026 1.9551  0.2589
H: 2.2356 1.8622 0.9810  0.3379
H: -1.8266 3.6872 0.9578  0.4633
H: -0.1995 0.0904 2.0847  0.5034
H: -0.1098 5.1317 -1.2189  0.4460
H: 3.8685 0.0654 -1.2910  0.3422
H: -2.9214 -2.3947 -0.1925  0.3667
H: -1.2011 -4.0888 0.6289  0.4050
H: 2.1058 1.6679 -2.1544  0.4828
H: 3.0524 -2.2353 -0.6674  0.4576
H: -2.2474 -0.3062 -0.6874  0.2967
H: -1.1360 1.8000 0.1602  0.4254
H: 2.6632 -0.0495 3.9333  0.3742
H: 1.0845 0.3702 4.6023  0.3800
H: 1.2401 2.7432 -0.1325  -0.6607
H: 2.1512 2.3389 3.4047  0.2478
H: 0.8108 3.9653 1.9521  0.6447
H: -0.3641 2.0509 3.2812  0.5807

***

# 3
The following is a quantum chemistry calculation of an isolated molecule of C16H18N6O4, from the Open Molecules 2025 dataset.

Calculated values
total charge: 0
relative energy (zero: lowest compared OMol25 entry of this formula, charge and spin): 4.84 kcal per mole
SMILES: Cc1nc(CN(C)C(=O)c2coc([C@H](C)NC(=O)[C@@H]3C[C@H]3C#N)n2)no1
multiplicity: 1
orbital gap: 10.031 eV
E_HOMO: -9.65 eV

Last column: Mulliken charge in e.
Atoms and positions in Å:
C: -5.3661 -2.4038 -0.5821  -1.0933
C: -4.4878 -1.6766 -1.5276  0.7605
N: -3.4857 -0.9017 -1.2674  -0.3795
C: -3.0747 -0.5272 -2.5255  0.7292
C: -1.9121 0.3880 -2.7485  -0.8996
N: -0.7041 -0.1313 -2.1279  0.0247
C: -0.1122 -1.2938 -2.7760  -1.0324
C: -0.3973 0.0345 -0.8077  0.2610
O: 0.3934 -0.7017 -0.2394  -0.6576
C: -0.9941 1.1495 -0.0217  0.5852
C: -0.9415 1.1939 1.3250  -0.3947
O: -1.5452 2.3395 1.7344  -0.3355
C: -1.9348 2.9516 0.5932  0.3017
C: -2.6079 4.2808 0.7084  0.1857
C: -3.3230 4.6643 -0.5785  -1.4867
N: -1.6148 5.2731 1.1064  -0.0934
C: -1.9609 6.3191 1.9103  0.3555
O: -3.0675 6.4249 2.3999  -0.6490
C: -0.9020 7.3427 2.1909  -0.2368
C: 0.0482 7.8081 1.1275  -0.7047
C: 0.5623 6.9556 2.2557  0.1809
C: 1.3789 7.5723 3.2706  -0.1217
N: 2.0334 8.0656 4.0746  -0.4466
N: -1.6360 2.2985 -0.4745  -0.4667
N: -3.7622 -1.0444 -3.4941  -0.5326
O: -4.7226 -1.8120 -2.8339  -0.1391
H: -5.0447 -2.1936 0.4334  0.3004
H: -6.4013 -2.0896 -0.7119  0.3017
H: -5.3125 -3.4759 -0.7684  0.3006
H: -1.7441 0.4864 -3.8203  0.3765
H: -2.1417 1.3681 -2.3432  0.3360
H: 0.9326 -1.3745 -2.4926  0.3586
H: -0.6179 -2.2179 -2.4824  0.3196
H: -0.1955 -1.1691 -3.8542  0.3324
H: -0.5418 0.5354 2.0729  0.4671
H: -3.3228 4.2371 1.5307  0.3616
H: -4.0834 3.9257 -0.8301  0.3662
H: -3.8021 5.6326 -0.4433  0.4385
H: -2.6181 4.7198 -1.4081  0.2920
H: -0.7556 5.3011 0.5822  0.3338
H: -1.2405 8.0767 2.9069  0.4961
H: -0.0094 7.3539 0.1480  0.2095
H: 0.3235 8.8521 1.1325  0.3054
H: 0.8162 5.9239 2.0532  0.3897

***

# 4
The following is a quantum chemistry calculation of an isolated molecule of C16H18N6O4, from the Open Molecules 2025 dataset.

Calculated values
total charge: 0
relative energy (zero: lowest compared OMol25 entry of this formula, charge and spin): 6.50 kcal per mole
SMILES: Cc1nc(CN(C)C(=O)c2coc([C@H](C)NC(=O)[C@@H]3C[C@H]3C#N)n2)no1
multiplicity: 1
orbital gap: 9.991 eV
E_HOMO: -9.58 eV

Last column: Mulliken charge in e.
Atoms and positions in Å:
C: 0.9475 -0.6045 -5.6127  -1.0958
C: -0.0934 -1.1692 -4.7320  0.7333
N: -0.3144 -0.9225 -3.4797  -0.3830
C: -1.3942 -1.7282 -3.2091  0.7366
C: -2.0835 -1.7779 -1.8847  -1.1382
N: -2.8958 -0.5947 -1.6658  0.0213
C: -4.1993 -0.6335 -2.3011  -1.0888
C: -2.4633 0.5912 -1.1501  0.4367
O: -3.1503 1.6002 -1.1954  -0.6811
C: -1.1179 0.7000 -0.5184  0.4303
C: -0.5105 1.8867 -0.3170  -0.4411
O: 0.6874 1.6457 0.2693  -0.3296
C: 0.7432 0.3052 0.4225  0.3513
C: 1.9346 -0.2810 1.1061  0.1081
C: 2.0087 -1.7786 0.8663  -1.5844
N: 1.8986 0.0120 2.5281  -0.1042
C: 2.5478 1.0807 3.0663  0.2662
O: 3.3340 1.7598 2.4391  -0.6321
C: 2.2687 1.4036 4.5102  0.0774
C: 1.1792 0.7672 5.3131  -0.8738
C: 0.9901 2.1617 4.7818  0.3205
C: 1.0275 3.2551 5.7191  -0.1128
N: 1.0525 4.1171 6.4760  -0.4410
N: -0.3011 -0.3025 -0.0128  -0.3990
N: -1.8106 -2.4247 -4.2212  -0.4659
O: -0.9387 -2.0557 -5.2482  -0.1458
H: 1.5441 0.1121 -5.0570  0.2974
H: 1.5970 -1.3929 -5.9927  0.3034
H: 0.4923 -0.1029 -6.4665  0.2996
H: -2.7361 -2.6506 -1.8576  0.4443
H: -1.3510 -1.8985 -1.0952  0.4355
H: -4.7343 0.2861 -2.0977  0.3830
H: -4.0977 -0.7530 -3.3831  0.3260
H: -4.7742 -1.4756 -1.9111  0.3059
H: -0.7729 2.9033 -0.5362  0.5034
H: 2.8272 0.2004 0.7084  0.3683
H: 2.0581 -1.9900 -0.2008  0.3741
H: 2.8971 -2.1834 1.3483  0.4275
H: 1.1289 -2.2875 1.2629  0.3281
H: 1.2139 -0.4786 3.0775  0.3331
H: 3.1566 1.7392 5.0225  0.4188
H: 0.5641 -0.0157 4.8940  0.1795
H: 1.3339 0.6582 6.3756  0.2993
H: 0.3062 2.3163 3.9589  0.4077

***

# 5
The following is a quantum chemistry calculation of an isolated molecule of C16H18N6O4, from the Open Molecules 2025 dataset.

Calculated values
total charge: 0
relative energy (zero: lowest compared OMol25 entry of this formula, charge and spin): 4.74 kcal per mole
SMILES: Cc1nc(CN(C)C(=O)c2coc([C@H](C)NC(=O)[C@@H]3C[C@H]3C#N)n2)no1
multiplicity: 1
orbital gap: 10.150 eV
E_HOMO: -9.72 eV

Last column: Mulliken charge in e.
Atoms and positions in Å:
C: -6.1056 0.0804 -0.5968  -1.0950
C: -5.0623 0.9606 -0.0210  0.7595
N: -3.7981 0.9976 -0.2897  -0.3814
C: -3.3547 1.9997 0.5428  0.6890
C: -1.9227 2.4305 0.5882  -0.7809
N: -1.4638 2.8746 -0.7181  0.0246
C: -2.0059 4.1482 -1.1710  -1.0318
C: -1.0285 2.0267 -1.6960  0.2559
O: -1.0240 2.3506 -2.8725  -0.6526
C: -0.5073 0.6763 -1.3450  0.5164
C: -0.3679 -0.3103 -2.2534  -0.2235
O: 0.1589 -1.3932 -1.6240  -0.3677
C: 0.3232 -1.0008 -0.3415  0.2989
C: 0.9606 -1.9535 0.6162  0.1391
C: 0.2973 -1.9083 1.9868  -1.4315
N: 2.3840 -1.6365 0.6865  -0.1584
C: 3.2901 -2.6026 0.9987  -0.0438
O: 2.9837 -3.7678 1.1509  -0.6259
C: 4.7202 -2.1531 1.1195  0.1975
C: 5.2532 -0.8899 0.5224  -0.8366
C: 5.5647 -2.2115 -0.1351  0.0849
C: 6.9024 -2.7387 -0.0407  -0.0261
N: 7.9750 -3.1410 0.0378  -0.4404
N: -0.0508 0.2096 -0.1159  -0.4689
N: -4.2780 2.5461 1.2686  -0.5279
O: -5.4309 1.8505 0.9023  -0.1392
H: -5.6505 -0.5774 -1.3308  0.2996
H: -6.5727 -0.5140 0.1878  0.3020
H: -6.8809 0.6789 -1.0739  0.3008
H: -1.8252 3.2530 1.2958  0.3816
H: -1.3073 1.6065 0.9348  0.2411
H: -1.3906 4.5362 -1.9764  0.3650
H: -3.0291 4.0433 -1.5428  0.3169
H: -2.0035 4.8441 -0.3335  0.3294
H: -0.5884 -0.3907 -3.3011  0.4687
H: 0.8929 -2.9586 0.2017  0.3318
H: -0.7526 -2.1920 1.9129  0.3694
H: 0.8028 -2.6050 2.6534  0.4424
H: 0.3522 -0.9017 2.4016  0.2991
H: 2.6406 -0.6694 0.8008  0.3913
H: 5.1990 -2.5267 2.0141  0.4299
H: 4.5884 -0.2378 -0.0267  0.2693
H: 6.0583 -0.3925 1.0426  0.3131
H: 5.0539 -2.4406 -1.0604  0.4146

***

# 6
The following is a quantum chemistry calculation of a structure of composition C16H19BN6SV, from the Open Molecules 2025 dataset.

Calculated values
total charge: 0
relative energy (zero: lowest compared OMol25 entry of this formula, charge and spin): 0.00 kcal per mole
multiplicity: 4
orbital gap (spin up / spin down): 7.357 / 8.104 eV
E_HOMO (spin up / spin down): -6.75 / -7.51 eV

Last column: Mulliken charge in e.
Atoms and positions in Å:
H: 0.8241 3.2459 0.3125  0.4105
N: 0.4762 1.7198 -1.1022  -0.0271
B: 0.1450 0.3550 -3.2304  0.0087
N: 0.4780 1.6771 -2.5057  0.0925
C: 0.7896 2.8858 -2.9779  -0.1429
V: 0.2892 0.0972 -0.1268  0.5582
H: 0.8612 3.0152 -4.0465  0.4527
C: 0.9823 3.7679 -1.9035  -1.1454
H: 1.2347 4.8039 -1.9497  0.4108
C: 0.7794 3.0037 -0.7387  -0.1727
H: 0.1498 0.4824 -4.4399  -0.1067
C: -1.2928 -1.6706 1.5646  -1.0137
H: -1.1358 -1.9925 2.5964  0.2955
H: -0.3379 -1.7881 0.9976  0.2118
H: -2.0703 -2.2602 1.0761  0.3363
N: -1.2786 -0.0362 -2.7545  0.1073
N: 1.0933 -0.7625 -2.7420  0.1222
N: -1.5077 -0.1890 -1.3930  0.0205
N: 1.2300 -1.0062 -1.3753  0.1010
C: -2.4199 -0.2375 -3.4322  -0.1507
C: 1.9178 -1.5686 -3.4184  -0.1337
H: -2.4314 -0.1605 -4.5028  0.4627
H: 1.9819 -1.4649 -4.4890  0.4480
C: -3.4187 -0.5429 -2.5186  -1.2020
C: 2.5759 -2.4031 -2.5141  -1.1497
C: -2.8049 -0.5088 -1.2494  -0.1450
C: 2.1164 -2.0415 -1.2458  -0.2467
H: -4.4393 -0.7611 -2.7253  0.4106
H: 3.2967 -3.1602 -2.7470  0.3998
H: -3.2506 -0.7029 -0.2805  0.4718
H: 2.3493 -2.4117 -0.2602  0.4702
H: -1.5885 -0.6212 1.5763  0.2475
S: 1.7890 0.4215 1.6477  -0.3743
C: 0.9482 0.2681 3.1633  0.2803
C: 1.3073 -0.8063 4.0073  -0.4056
C: 0.6749 -0.9950 5.2308  -0.4908
C: -0.3084 -0.0951 5.6561  -0.4238
C: -0.6449 1.0010 4.8548  -0.4949
C: -0.0216 1.1912 3.6184  -0.1859
H: 2.1035 -1.4668 3.6696  0.3373
H: 0.9750 -1.8355 5.8605  0.3401
H: -0.7881 -0.2347 6.6256  0.3680
H: -1.3864 1.7243 5.2088  0.3535
H: -0.2429 2.0633 3.0029  0.2937